No. 1
DFT (ωB97M-V/def2-TZVPD) results for a structure of composition C32H30CrIN4O4SSi.

```
74
Properties=species:S:1:pos:R:3:mulliken_spin:R:1
Cr -0.290 0.647 -0.290 3.19
C 0.094 -0.066 -4.782 0.01
C -1.304 0.218 -4.327 0.00
N -2.274 0.273 -5.201 0.00
C -3.534 0.534 -4.773 0.01
C -3.864 0.725 -3.462 0.00
C -5.294 1.034 -3.107 0.00
O -5.449 2.306 -2.477 0.00
C -2.831 0.655 -2.491 0.05
C -3.159 0.877 -1.102 0.03
N -2.369 0.824 -0.087 -0.05
C -2.908 1.348 1.135 -0.02
C -3.255 2.695 1.169 -0.02
C -3.723 3.279 2.334 0.00
C -3.854 2.519 3.484 0.00
C -3.531 1.169 3.460 0.00
C -3.060 0.586 2.292 -0.01
I -2.751 -1.471 2.285 0.00
C -1.526 0.422 -2.924 0.00
O -0.485 0.352 -2.153 -0.08
H 0.104 -0.190 -5.862 0.00
H 0.477 -0.969 -4.301 0.00
H 0.765 0.746 -4.495 0.00
H -4.298 0.585 -5.541 0.00
H -5.698 0.306 -2.402 0.00
H -5.899 0.975 -4.014 0.00
H -5.024 2.965 -3.036 0.00
H -4.193 1.149 -0.898 0.00
H -3.097 3.292 0.279 0.00
H -3.967 4.333 2.339 0.00
H -4.217 2.966 4.401 0.00
H -3.659 0.559 4.344 0.00
C 4.679 -4.319 -0.731 0.00
Si 2.890 -3.812 -0.588 0.00
C 2.235 -4.440 1.035 0.00
C 1.919 -4.498 -2.011 0.00
C 2.849 -1.928 -0.655 -0.01
C 4.007 -1.187 -0.828 0.01
C 4.001 0.211 -0.869 0.00
C 2.796 0.849 -0.727 0.02
N 1.664 0.156 -0.563 -0.06
C 1.651 -1.190 -0.525 0.02
S 0.043 -1.801 -0.245 -0.05
H 4.766 -5.406 -0.648 0.00
H 5.281 -3.879 0.069 0.00
H 5.116 -4.026 -1.690 0.00
H 2.115 -5.526 0.980 0.00
H 1.264 -4.000 1.274 0.00
H 2.933 -4.220 1.848 0.00
H 1.966 -5.591 -2.013 0.00
H 2.313 -4.138 -2.964 0.00
H 0.871 -4.200 -1.941 0.00
H 4.956 -1.702 -0.930 0.00
H 4.910 0.780 -1.004 0.00
H 2.700 1.928 -0.750 0.00
O -0.695 4.508 0.580 0.01
C -0.329 3.357 0.486 -0.01
O -0.384 2.596 -0.559 0.00
C 0.333 2.681 1.680 0.02
C 0.978 3.495 2.630 0.00
C 1.774 2.903 3.556 0.01
C 1.883 1.493 3.580 0.00
C 2.706 0.824 4.519 0.00
C 2.767 -0.538 4.540 0.00
C 1.984 -1.285 3.631 0.00
C 1.181 -0.666 2.716 0.01
C 1.138 0.743 2.648 0.00
N 0.380 1.365 1.677 -0.07
H 0.838 4.564 2.553 0.00
H 2.335 3.491 4.274 0.00
H 3.274 1.419 5.223 0.00
H 3.401 -1.046 5.255 0.00
H 2.011 -2.368 3.660 0.00
H 0.574 -1.243 2.032 0.01
```

Its expectation value of S² is 3.782. As for the spin multiplicity: 4. As for the highest occupied orbital energy (alpha / beta): -7.8 / -7.8 eV. The LUMO energy (alpha / beta) comes out at -0.542 / -0.647 eV. For the orbital gap (alpha / beta), the calculation gives 7.273 / 7.162 eV.

No. 2
DFT (ωB97M-V/def2-TZVPD) results for a structure of composition C26H35NOPtSSe.

```
66
Properties=species:S:1:pos:R:3:lowdin_charge:R:1
Pt -1.263 1.217 -0.474 1.03
C -2.447 3.771 -1.700 -0.04
C -3.020 3.547 -0.477 -0.07
C -3.438 2.237 -0.126 -0.11
C -3.416 1.206 -1.072 -0.22
C -2.815 1.451 -2.342 -0.18
C -2.276 2.698 -2.606 -0.06
H -2.090 4.755 -1.970 0.13
H -3.143 4.351 0.235 0.13
H -3.878 2.055 0.846 0.14
H -3.898 0.259 -0.868 0.12
H -2.806 0.677 -3.096 0.09
H -1.778 2.873 -3.551 0.13
C 0.567 4.145 1.636 -0.09
N -0.298 3.811 2.731 -0.26
C 0.310 3.841 4.038 -0.08
C -1.373 2.879 2.510 -0.17
C -1.044 1.392 2.512 -0.19
C -0.860 0.805 3.767 -0.03
C -0.503 -0.522 3.929 -0.05
C -0.327 -1.314 2.810 -0.07
C -0.532 -0.775 1.547 -0.16
C -0.884 0.563 1.391 -0.26
H 0.895 5.184 1.707 0.10
H 0.035 4.027 0.688 0.07
H 1.480 3.528 1.590 0.06
H 0.929 4.735 4.124 0.09
H 0.946 2.971 4.261 0.09
H -0.463 3.904 4.807 0.09
H -1.836 3.148 1.567 0.06
H -2.120 3.051 3.292 0.14
H -1.015 1.422 4.643 0.12
H -0.378 -0.934 4.921 0.12
H -0.054 -2.357 2.917 0.11
H -0.414 -1.416 0.683 0.02
C 3.184 2.097 -0.488 -0.21
S 1.900 1.111 0.263 0.95
C 2.507 -0.541 -0.100 -0.20
O 0.763 1.351 -0.788 -0.66
H 3.418 1.720 -1.480 0.07
H 4.055 2.057 0.168 0.08
H 2.810 3.116 -0.532 0.06
H 2.935 -0.946 0.816 0.07
H 3.239 -0.520 -0.904 0.07
H 1.639 -1.131 -0.386 0.03
C 2.745 -5.990 -2.127 0.00
C 1.745 -4.894 -2.057 -0.17
C 1.776 -3.843 -2.989 0.02
C 0.864 -2.825 -2.952 -0.26
C 0.947 -1.719 -3.954 -0.05
C -0.172 -2.850 -1.921 -0.53
Se -1.414 -1.562 -1.865 1.12
C -0.186 -3.946 -0.947 -0.24
C -1.192 -4.026 0.156 -0.05
C 0.760 -4.927 -1.055 0.02
H 3.482 -5.840 -2.911 0.09
H 2.226 -6.937 -2.299 0.12
H 3.251 -6.096 -1.164 0.11
H 2.538 -3.859 -3.757 0.14
H 1.556 -2.026 -4.800 0.10
H 1.413 -0.839 -3.503 0.09
H -0.033 -1.410 -4.313 0.06
H -2.126 -3.522 -0.072 0.06
H -0.783 -3.561 1.057 0.08
H -1.394 -5.068 0.396 0.10
H 0.755 -5.758 -0.361 0.14
```

As for the spin multiplicity: 1. The charge is +2. As for the highest occupied orbital energy: -12.8 eV. The LUMO energy comes out at -8.945 eV. As for the energy relative to the best compared isomer or geometry (same formula, charge and spin): 0.0 kJ/mol. For the orbital gap, the calculation gives 3.806 eV.

No. 3
DFT (ωB97M-V/def2-TZVPD) results for an isolated molecule of C4H7NS in a non-equilibrium geometry.

```
13
Properties=species:S:1:pos:R:3:lowdin_charge:R:1
C -2.271 0.528 0.115 -0.06
C -0.807 0.444 0.268 -0.24
N -0.103 -0.013 -0.631 0.00
C 1.238 -0.092 -0.758 -0.60
C 2.117 -1.071 0.233 -0.38
S 2.482 0.718 0.358 0.74
H -2.415 0.228 -0.885 0.07
H -2.723 -0.094 0.802 0.06
H -2.550 1.536 0.048 0.07
H -0.493 0.961 1.217 0.13
H 1.453 0.089 -1.813 0.10
H 1.432 -1.235 1.107 0.05
H 2.639 -1.999 -0.062 0.07
```

As for the spin multiplicity: 1. As for the highest occupied orbital energy: -8.8 eV. The LUMO energy comes out at 0.942 eV. As for the energy relative to the best compared isomer or geometry (same formula, charge and spin): 243.9 kJ/mol. For the orbital gap, the calculation gives 9.775 eV.

No. 4
DFT (ωB97M-V/def2-TZVPD) results for a structure of composition C30H34N7O2PtS.

```
75
Properties=species:S:1:pos:R:3:lowdin_charge:R:1
Pt 0.253 0.115 0.964 0.90
N 0.609 10.207 -0.760 0.17
C 0.530 9.061 -0.727 -0.18
C 0.432 7.627 -0.680 -0.22
C 0.658 6.957 0.520 -0.01
C 0.561 5.577 0.555 -0.01
C 0.248 4.856 -0.592 -0.22
C 0.021 5.534 -1.784 0.00
C 0.111 6.915 -1.833 0.00
C 0.143 3.363 -0.538 -0.17
C 1.271 2.652 -0.841 -0.41
C 2.544 3.289 -1.084 -0.07
C 3.716 2.657 -1.278 -0.08
C 3.816 1.214 -1.263 -0.23
N 2.858 0.375 -1.140 -0.23
C -1.150 2.890 -0.130 -0.30
C -2.264 3.709 0.120 -0.04
C -3.287 2.873 0.558 -0.09
C -2.752 1.584 0.547 -0.22
N -1.471 1.566 0.124 -0.06
H 0.904 7.521 1.409 0.12
H 0.726 5.045 1.483 0.10
H -0.228 4.975 -2.677 0.13
H -0.065 7.447 -2.758 0.13
H 2.541 4.372 -1.084 0.12
H 4.619 3.227 -1.443 0.11
H 4.803 0.767 -1.364 0.12
H -2.305 4.780 0.001 0.11
H -4.291 3.153 0.834 0.09
H -3.253 0.678 0.857 0.07
S 1.252 0.881 -1.009 0.98
C 0.793 1.711 2.132 -0.39
N 2.045 2.054 2.436 0.03
C 2.142 3.186 3.360 -0.12
C 0.670 3.376 3.782 -0.12
N -0.025 2.437 2.897 0.03
H 2.824 1.699 1.909 0.13
H 2.544 4.065 2.853 0.11
H 2.784 2.948 4.205 0.12
H 0.323 4.396 3.623 0.11
H 0.502 3.114 4.826 0.11
H -1.015 2.467 2.709 0.13
C -4.188 -2.769 -0.804 0.01
N -3.378 -1.626 -0.301 -0.16
C -3.030 -1.829 1.141 -0.02
C -2.142 -1.321 -1.157 -0.07
C -0.992 -2.205 -0.803 -0.27
C -0.923 -3.505 -1.310 -0.05
C 0.093 -4.362 -0.927 -0.07
C 1.064 -3.902 -0.049 -0.07
C 1.024 -2.593 0.404 -0.13
C -0.006 -1.708 0.055 -0.31
H -5.075 -2.866 -0.182 0.11
H -3.587 -3.669 -0.731 0.10
H -4.468 -2.579 -1.837 0.11
H -3.963 -0.793 -0.367 0.15
H -2.637 -2.833 1.267 0.10
H -3.933 -1.693 1.732 0.12
H -2.261 -1.118 1.428 0.05
H -1.898 -0.283 -0.935 0.08
H -2.468 -1.408 -2.194 0.14
H -1.653 -3.843 -2.038 0.11
H 0.142 -5.366 -1.326 0.11
H 1.875 -4.553 0.251 0.11
H 1.837 -2.239 1.031 0.09
N -0.365 -0.292 5.782 0.01
C -0.529 -1.690 5.382 -0.14
C -0.970 -1.801 3.932 -0.49
O -1.460 -2.775 3.439 0.13
O -0.741 -0.685 3.205 0.00
H 0.329 -0.198 6.511 0.09
H -1.231 0.085 6.147 0.09
H -0.414 0.003 3.830 0.08
H -1.226 -2.271 5.986 0.13
H 0.437 -2.196 5.434 0.14
```

As for the spin multiplicity: 1. The charge is +1. As for the highest occupied orbital energy (alpha / beta): -9.3 / -9.3 eV. The LUMO energy (alpha / beta) comes out at -3.061 / -3.061 eV. As for the energy relative to the best compared isomer or geometry (same formula, charge and spin): 369.4 kJ/mol. For the orbital gap (alpha / beta), the calculation gives 6.273 / 6.273 eV.